DFT (wB97M-V/def2-TZVPD) results for a molecular structure, C54H52GeIO2P2Se3SiY in a non-equilibrium geometry.

Computed properties:
HOMO-LUMO gap   0.1899 Ha
DFT total energy   -12828.97780 a.u.
Largest force on an atom   3.19 eV Å⁻¹

```
! RIJCOSX wB97M-V def2-TZVPD def2/J DEFGRID3
* xyz -2 1
Y -8.18721 -17.21739 -10.03862
C -11.19938 -16.09804 -12.77850
Si -11.02636 -16.33722 -10.87348
C -12.46302 -17.49551 -10.33392
C -13.78157 -17.44061 -10.79488
C -14.90250 -17.98607 -10.09807
C -14.67033 -18.73640 -8.95807
C -13.34502 -19.04489 -8.61650
C -12.26975 -18.40795 -9.26718
P -10.66801 -18.72764 -8.51332
C -10.84788 -17.98424 -6.88897
C -11.63236 -16.84434 -6.73313
C -12.01811 -16.38822 -5.49341
C -11.51012 -16.98576 -4.31622
C -10.72858 -18.09999 -4.46996
C -10.39481 -18.58739 -5.73085
C -10.63611 -20.55628 -8.53677
C -11.44353 -21.39346 -9.29083
C -11.35177 -22.80397 -9.12315
C -10.36567 -23.34046 -8.35284
C -9.53819 -22.51240 -7.56076
C -9.66287 -21.13779 -7.68163
C -11.37629 -14.54204 -10.26670
C -12.60492 -14.15081 -9.65957
C -12.84655 -12.80554 -9.33038
C -11.86303 -11.81218 -9.64901
C -10.63519 -12.22313 -10.22854
C -10.38875 -13.56959 -10.52666
P -8.76714 -14.12725 -11.07818
C -8.52983 -13.49623 -12.71331
C -7.25506 -13.59227 -13.35552
C -7.07950 -12.87133 -14.52564
C -8.07096 -12.10149 -15.13897
C -9.36116 -12.20583 -14.62511
C -9.58337 -12.83803 -13.41724
C -7.78456 -12.99225 -10.00417
C -6.51061 -12.52802 -10.30916
C -5.78154 -11.63386 -9.57276
C -6.33045 -11.26860 -8.31531
C -7.54137 -11.76178 -7.88795
C -8.27099 -12.59885 -8.74856
H -11.62218 -15.14135 -13.06650
H -11.85602 -16.91024 -13.12379
H -10.23047 -16.30947 -13.25741
H -13.88218 -16.92717 -11.76206
H -15.91886 -17.72312 -10.42880
H -15.42246 -19.18752 -8.33715
H -13.11614 -19.73739 -7.78491
H -11.94717 -16.33321 -7.66047
H -12.63716 -15.53910 -5.39077
H -11.84260 -16.62426 -3.36066
H -10.30117 -18.55743 -3.59954
H -9.81034 -19.50831 -5.75881
H -12.31180 -21.03043 -9.82064
H -12.04398 -23.49832 -9.60921
H -10.37115 -24.39943 -8.12588
H -8.82918 -22.93284 -6.86358
H -8.86941 -20.54495 -7.21809
H -13.35884 -14.91435 -9.47203
H -13.76200 -12.49283 -8.84081
H -12.11344 -10.80161 -9.36075
H -9.85689 -11.45220 -10.38480
H -6.40793 -14.12943 -12.87743
H -6.07288 -12.86383 -14.96622
H -7.85772 -11.42070 -15.96679
H -10.15069 -11.70656 -15.17428
H -10.56456 -12.77670 -12.92262
H -6.00133 -12.85738 -11.23094
H -4.88627 -11.16374 -9.88356
H -5.78033 -10.62911 -7.67756
H -7.91863 -11.36763 -6.98892
H -9.20682 -13.01323 -8.34990
O -3.51909 -13.86906 -8.90143
C -3.25580 -15.24315 -8.62039
C -4.60958 -16.01047 -8.77576
C -5.21040 -15.66694 -10.15711
O -6.06505 -16.72564 -10.61578
C -4.27000 -17.54609 -8.70298
Se -3.74877 -18.56887 -10.29844
C -5.42744 -15.68618 -7.52527
Se -7.28279 -16.43687 -7.41873
H -2.71843 -13.36922 -9.11330
H -2.88956 -15.43958 -7.61455
H -2.48382 -15.62919 -9.27542
H -4.37435 -15.50704 -10.82566
H -5.80195 -14.75991 -10.05462
H -5.37345 -17.47952 -10.78738
H -5.15258 -18.06525 -8.35179
H -3.47203 -17.71522 -7.96798
H -5.46186 -14.59787 -7.31741
H -4.95514 -16.16742 -6.68733
I -7.52747 -20.20946 -10.22025
Se -8.03741 -18.11971 -13.37099
Ge -8.90939 -19.97231 -14.56122
C -10.81253 -20.28783 -14.68633
C -11.18630 -20.98672 -15.85786
C -12.50544 -21.44988 -16.00554
C -13.47569 -21.13820 -15.04204
C -13.11757 -20.41260 -13.93708
C -11.80019 -19.91383 -13.78179
C -8.26440 -21.57726 -13.58677
C -9.00764 -22.47466 -12.76049
C -8.35927 -23.51146 -12.09584
C -6.96853 -23.62343 -12.04166
C -6.22078 -22.70198 -12.78180
C -6.88139 -21.71538 -13.52158
H -8.49426 -20.12568 -15.98230
H -10.52033 -21.14573 -16.69858
H -12.85377 -21.87425 -16.96802
H -14.46115 -21.59852 -15.10247
H -13.81688 -20.14421 -13.18433
H -11.57431 -19.16595 -13.00907
H -10.07424 -22.35764 -12.70660
H -8.90341 -24.21484 -11.45902
H -6.47134 -24.40810 -11.48239
H -5.16037 -22.82641 -12.84055
H -6.23535 -21.00456 -14.04582
*
```